(1)
The following is a quantum chemistry calculation of one molecule with the formula C3H7NSi, from the OMol25 dataset.

SMILES string   C[SiH](C)C#N
Energy above the lowest of the compared OMol25 structures with the same formula, charge and spin   55.9 kJ/mol
Total charge   0
LUMO   0.6 eV
HOMO-LUMO gap   12.06 eV
E   -462.715847 Eh

Each line ends with the Mulliken charge.
Cartesian coordinates (Å):
H (1.1477, -1.7640, -0.7591)  0.32
H (0.0916, -2.3977, 0.4703)  0.32
H (-1.7777, 0.1795, 0.6260)  -0.12
C (0.0140, 1.5481, -0.8419)  -1.12
H (-0.5361, -2.1659, -1.2828)  0.25
C (0.1359, -1.7582, -0.3447)  -0.94
N (0.6762, 0.5615, 3.1954)  -0.42
H (-0.7238, 2.2056, -0.8456)  0.40
Si (-0.4399, 0.0074, 0.1840)  0.59
C (0.3976, 0.2043, 2.1442)  0.07
H (0.1321, 1.3758, -2.0002)  0.30
H (0.8823, 2.0036, -0.5455)  0.36

(2)
The following is a quantum chemistry calculation of C26H18AsNO5PdS as an isolated structure, from the OMol25 dataset.

Total charge   -2
LUMO   3.7 eV
HOMO-LUMO gap   4.26 eV
E   -4194.369924 Eh

Each line ends with the Mulliken charge.
Cartesian coordinates (Å):
C (4.4427, -0.2672, -3.0171)  -0.38
C (-0.3819, -5.0904, -5.1399)  -0.31
C (-0.1789, -2.9338, -3.3406)  -0.69
H (1.8129, -2.3252, 3.4010)  0.46
C (-1.9930, 1.4444, -0.2397)  0.02
C (3.7565, 0.3998, -2.0240)  -0.59
C (2.5276, -1.6511, -3.3736)  0.02
C (-0.6203, -2.7385, -4.6498)  0.20
C (-0.4064, 0.8831, -3.5995)  0.15
H (-1.0654, -3.6280, -6.5545)  0.36
C (0.1443, -4.2367, -2.9532)  -0.11
O (0.1420, -1.7468, 1.4857)  -0.75
C (2.4296, 0.0655, -1.6535)  0.28
C (-2.3785, -0.4063, -3.1791)  -0.21
H (-0.8759, -1.7414, -4.9829)  0.40
H (0.3201, -6.3057, -3.5123)  0.36
H (0.6555, 1.0504, -3.4665)  0.28
C (0.0556, -5.3046, -3.8385)  -0.64
C (-0.5231, -1.3595, 2.4665)  0.64
Pd (-0.5989, 0.1980, 0.0718)  -0.63
As (-0.0290, -1.5263, -1.8922)  1.17
H (0.4730, -4.4056, -1.9325)  0.38
H (4.2292, 1.2139, -1.4853)  0.35
C (-1.0926, -3.0157, 5.8490)  -0.39
H (-2.8576, -1.2566, -2.7063)  0.37
H (5.4604, 0.0246, -3.2591)  0.31
H (4.3536, -1.8491, -4.4904)  0.36
O (-1.3570, -0.4373, 2.5070)  -0.69
C (-1.3173, -2.3439, 4.6633)  -0.37
C (-1.1657, 1.7941, -4.3275)  -0.74
C (1.2585, -3.1671, 5.3000)  -0.38
N (0.4397, -4.1367, 7.4079)  0.96
C (-2.5313, 1.6025, -4.4902)  -0.40
H (-2.3044, -1.9852, 4.4039)  0.43
H (-1.8935, -3.2219, 6.5451)  0.42
C (-0.2735, -2.0973, 3.7721)  -0.07
H (-0.6870, 2.6653, -4.7606)  0.34
H (-0.4550, -5.9189, -5.8364)  0.35
C (1.0138, -2.5166, 4.1054)  -0.41
C (3.8307, -1.3120, -3.7069)  -0.85
C (-3.1369, 0.4894, -3.9166)  -0.62
C (1.8127, -0.9892, -2.3695)  0.02
C (0.1984, -3.4223, 6.1612)  0.18
O (-2.4628, 2.4821, -0.0360)  -0.36
H (2.2513, -3.4894, 5.5800)  0.43
O (-0.5080, -4.3586, 8.1425)  -0.64
H (-4.2043, 0.3331, -4.0290)  0.36
H (2.0549, -2.4554, -3.9212)  0.20
C (-0.7224, -3.8045, -5.5398)  -0.69
H (-3.1232, 2.3196, -5.0484)  0.32
O (1.5753, -4.4972, 7.6631)  -0.64
C (-1.0070, -0.2192, -3.0059)  -0.21
S (1.6899, 0.9912, -0.3816)  -0.32

(3)
The following is a quantum chemistry calculation of a 2-piece molecular cluster, C5H10O overall, from the OMol25 dataset.

SMILES string   C/C=C1/CO1.C
Energy above the lowest of the compared OMol25 structures with the same formula, charge and spin   228.2 kJ/mol
Total charge   0
LUMO   1.0 eV
HOMO-LUMO gap   9.96 eV
E   -271.665717 Eh

Each line ends with the Mulliken charge.
Cartesian coordinates (Å):
H (2.5836, 2.0940, 0.3474)  0.30
O (-1.2384, -0.4095, -1.5115)  -0.44
H (-1.4512, 1.2914, 0.7170)  0.28
C (-0.7807, -0.9919, -0.3743)  0.27
H (-0.2961, 1.0767, 2.0450)  0.29
H (1.4642, 0.7739, -0.0909)  0.09
C (1.8999, 1.7209, -0.4187)  -0.90
H (-0.2213, -1.4526, 1.5584)  0.30
H (2.4474, 1.5695, -1.3518)  0.29
H (-1.3254, -2.5403, -1.8393)  0.24
H (1.0999, 2.4470, -0.5828)  0.22
H (-1.9450, 0.4642, 2.2058)  0.36
H (0.3283, -1.7579, -2.1049)  0.22
C (-1.1189, 0.6013, 1.4989)  -1.05
C (-0.6321, -1.7380, -1.5907)  -0.18
C (-0.6728, -0.7070, 0.9098)  -0.29

(4)
The following is a quantum chemistry calculation of one molecule with the formula C5H7NOS, from the OMol25 dataset.

SMILES string   O=CN1C[C@H]2S[C@@H]2C1
Energy above the lowest of the compared OMol25 structures with the same formula, charge and spin   294.5 kJ/mol
Total charge   0
LUMO   0.6 eV
HOMO-LUMO gap   10.05 eV
E   -722.805905 Eh

Each line ends with the Mulliken charge.
Cartesian coordinates (Å):
C (0.6713, 1.7987, -1.5385)  -0.01
H (1.1458, -0.7124, 1.1019)  0.21
H (0.5625, 1.6977, 1.1650)  0.32
H (0.9680, 1.4952, -2.5556)  0.34
H (1.3637, -1.1292, -1.1548)  0.24
C (-0.5769, -1.1589, -0.0646)  0.00
C (0.3469, -0.6860, -1.1776)  -0.67
S (-0.7315, -2.0439, 1.4823)  -0.12
O (0.6475, 2.9635, -1.1787)  -0.58
C (0.0868, -0.4927, 1.0953)  0.03
H (-1.1444, 1.3647, 0.7241)  0.26
N (0.3616, 0.7567, -0.7381)  0.06
H (-0.0542, -0.8020, -2.1656)  0.38
H (-1.5793, -0.7138, -0.2472)  0.20
C (-0.0730, 0.9550, 0.6873)  -0.66

(5)
The following is a quantum chemistry calculation of one molecule with the formula C4H6INO, from the OMol25 dataset.

SMILES string   C=C(I)C/C=[NH+]/[O-]
Energy above the lowest of the compared OMol25 structures with the same formula, charge and spin   456.3 kJ/mol
Total charge   0
LUMO (spin up / spin down)   -0.2 / -0.2 eV
HOMO-LUMO gap (spin up / spin down)   8.38 / 8.38 eV
E   -583.545743 Eh

Each line ends with the Mulliken charge.
Cartesian coordinates (Å):
C (0.2464, -0.1578, 0.9889)  -0.82
I (-2.7294, 0.3620, -0.5050)  0.07
H (-0.2309, 2.1405, 0.2734)  0.24
N (0.6329, 1.8128, -0.2766)  0.29
C (-0.8828, -0.6847, 0.1919)  0.10
H (1.7202, 0.0659, -0.5569)  0.40
H (0.1755, -2.4960, -0.4400)  0.34
H (-1.2909, -1.9541, -1.4277)  0.15
C (-0.5846, -1.7599, -0.5454)  -0.72
O (1.2425, 2.6851, -0.9622)  -0.64
H (0.7273, -0.9709, 1.3590)  0.39
C (0.9129, 0.6054, -0.0505)  -0.12
H (0.0611, 0.3518, 1.9511)  0.30

(6)
The following is a quantum chemistry calculation of one molecule with the formula C4H5NS2, from the OMol25 dataset.

SMILES string   C1=NS[C@H]2C[C@H]2S1
Energy above the lowest of the compared OMol25 structures with the same formula, charge and spin   207.2 kJ/mol
Total charge   0
LUMO   0.8 eV
HOMO-LUMO gap   9.22 eV
E   -1006.474571 Eh

Each line ends with the Mulliken charge.
Cartesian coordinates (Å):
C (0.4321, -2.1774, 0.1451)  0.00
N (-0.8606, -2.1166, 0.0561)  -0.42
C (-0.9016, 0.7531, -0.3414)  -0.32
H (-1.3477, 1.3780, -1.0996)  0.33
H (0.1280, 2.5239, 0.6440)  0.27
H (0.9884, 1.1757, -1.3122)  0.30
S (1.6423, -0.8055, -0.0719)  -0.14
C (0.6410, 0.6102, -0.4326)  -0.21
H (0.1716, 1.0342, 1.6408)  0.23
C (0.0722, 1.4808, 0.6177)  -0.43
H (0.9126, -3.1325, 0.1813)  0.39
S (-1.8783, -0.7239, -0.0273)  -0.01

(7)
The following is a quantum chemistry calculation of an isolated ion of composition C6H16N2 and charge +1, from the OMol25 dataset.

Energy above the lowest of the compared OMol25 structures with the same formula, charge and spin   375.3 kJ/mol
<S²>   0.75
Total charge   +1
LUMO (spin up / spin down)   -3.1 / -7.5 eV
HOMO-LUMO gap (spin up / spin down)   9.46 / 5.01 eV
Spin multiplicity   2
E   -347.273424 Eh

Each line ends with the Mulliken charge.
Cartesian coordinates (Å):
C (1.6540, 1.5163, -2.7614)  -1.03
C (0.7757, -1.3280, 1.8862)  -0.95
H (0.8111, -2.3006, 2.1226)  0.50
H (-0.7440, 1.7654, 0.1176)  0.27
C (-1.5117, -1.0095, 2.8892)  -0.95
H (-1.4044, -1.1495, 0.0262)  0.49
C (0.5733, 0.2787, -2.4800)  -0.23
H (-2.1389, 0.1822, 0.7314)  0.47
C (-1.1084, -0.2686, 0.5243)  -0.88
H (-2.0516, -0.1588, 3.2612)  0.36
N (-0.4529, -0.4350, 1.9151)  -0.10
N (-0.4542, 0.7768, -1.6068)  0.05
H (2.1974, 1.8521, -3.7615)  0.32
H (-2.4485, -1.4109, 2.3868)  0.29
H (1.2651, -0.4942, -2.0543)  0.22
H (1.4989, 2.4718, -2.2687)  0.35
H (1.5289, -0.7000, 2.3480)  0.34
H (-1.0486, -1.6757, 3.6001)  0.38
H (2.5909, 1.3587, -2.1824)  0.34
H (1.1399, -1.3432, 0.7237)  0.14
H (0.7301, 0.7525, 0.1719)  0.67
C (-0.2293, 0.7876, -0.1718)  -0.79
H (-1.4835, 0.5699, -1.8842)  0.39
H (0.3108, -0.0381, -3.5330)  0.36

(8)
The following is a quantum chemistry calculation of one molecule with the formula C5H8N2O2, from the OMol25 dataset.

SMILES string   CN(C)n1occc1=O
Energy above the lowest of the compared OMol25 structures with the same formula, charge and spin   432.0 kJ/mol
Total charge   0
LUMO   0.9 eV
HOMO-LUMO gap   9.95 eV
E   -455.193947 Eh

Each line ends with the Mulliken charge.
Cartesian coordinates (Å):
H (-1.0628, 1.7808, -1.9558)  0.23
C (-0.1966, 1.1149, -2.1385)  -0.82
H (-0.9510, 0.7864, 3.0867)  0.39
C (1.9352, 0.2113, -1.2035)  -0.83
C (-0.8349, 0.3445, 2.0961)  -0.28
C (-1.0234, -0.9467, 1.7480)  -0.53
C (-0.4884, -1.1128, 0.4014)  0.61
N (0.6563, 0.9022, -0.9595)  -0.19
H (1.9597, -0.5535, -2.0331)  0.27
H (-1.5228, -1.7705, 2.2125)  0.41
O (-0.3023, -2.0937, -0.2707)  -0.61
H (2.7195, 0.9077, -1.5006)  0.32
H (0.3632, 1.6525, -2.9038)  0.34
H (-0.5466, 0.1077, -2.4366)  0.34
O (-0.1282, 1.0619, 1.1384)  -0.36
N (-0.0874, 0.2337, 0.0226)  0.40
H (2.1510, -0.2750, -0.2730)  0.31